Formula: C4H11NS
Source: the Open Molecules 2025 dataset
Level of theory: ωB97M-V with the def2-TZVPD basis set

The geometry in XYZ format:
```
17
Properties=species:S:1:pos:R:3
C -1.283 -1.538 0.776
N 0.132 -1.032 0.670
C 0.019 0.240 0.107
C 1.504 1.042 0.340
S 1.201 2.583 1.345
C -0.267 0.062 -1.377
H -1.924 -1.244 -0.212
H -1.332 -2.580 0.798
H -1.769 -1.069 1.604
H 0.557 -1.777 0.087
H -0.759 0.894 0.567
H 2.123 0.381 1.015
H 2.108 1.211 -0.536
H 0.298 3.142 0.462
H -1.064 0.521 -1.999
H 0.717 0.192 -1.916
H -0.260 -1.026 -1.731
```

Values from the calculation:
- ΔE to the lowest compared entry with this formula, charge and spin (kcal/mol) = 47.97
- total energy (eV) = -16649.7133
- spin multiplicity = 1
- LUMO level (eV) = 0.979
- SMILES = CN[C@H](C)CS

Löwdin charges, unit e, in atom order: C -0.1126; N -0.1198; C -0.4871; C -0.4712; S 0.6278; C -0.1111; H 0.1175; H 0.0466; H 0.0638; H 0.1195; H 0.1152; H 0.0666; H 0.0366; H -0.1339; H 0.0791; H 0.0746; H 0.0884